(1)
Molecular formula: BH20O8
Method: DFT, ωB97M-V with the def2-TZVPD basis set

Calculated values
- Spin multiplicity: 1
- Total charge: -1

CARTESIAN COORDINATES (ANGSTROEM)
B1 -0.179 -0.036 0.104
H1 0.414 0.433 0.873
H2 -1.186 0.342 0.192
H3 0.212 0.177 -0.879
H4 -0.187 -1.112 0.182
O1 2.161 0.121 0.033
H5 1.230 -0.095 -0.014
H6 2.304 0.729 -0.693
O2 -1.015 -1.169 -2.045
H7 -0.687 -0.536 -1.406
H8 -1.418 -0.632 -2.728
O3 0.659 1.394 -2.297
H9 0.468 0.849 -1.534
H10 1.437 0.996 -2.688
O4 0.590 -0.753 2.207
H11 -0.074 -1.422 2.041
H12 0.798 -0.401 1.341
O5 1.078 -2.262 -0.165
H13 0.544 -1.468 -0.171
H14 1.683 -2.152 -0.898
O6 -0.696 2.037 -0.556
H15 -0.660 1.198 -0.096
H16 -0.796 2.687 0.140
O7 -2.167 -1.138 1.458
H17 -1.390 -0.650 1.184
H18 -2.131 -1.950 0.952
O8 -0.402 1.468 2.180
H19 -0.059 0.985 1.428
H20 -0.531 2.359 1.855

Forces on the atoms, in the same order (eV/Å):
B -2.37 -1.90 -0.61
H 1.75 1.25 -2.20
H -3.42 -0.85 0.35
H 0.34 -1.08 -0.71
H -3.79 -0.44 1.68
O 4.04 0.18 -0.26
H 2.50 0.38 -0.83
H 0.06 0.37 -0.03
O -0.83 -1.20 -1.28
H -0.57 -0.20 -0.61
H -0.06 0.16 -0.18
O 1.41 1.10 -2.59
H 0.38 1.35 -1.06
H 0.18 -0.25 -0.45
O 1.09 -2.06 3.53
H 0.16 -0.34 0.39
H 1.35 -2.10 2.33
O 2.31 -3.60 -0.73
H 1.86 -1.61 -1.30
H 0.29 -0.25 -0.09
O -0.93 5.05 -0.78
H -1.21 2.31 -0.21
H -0.18 0.37 -0.24
O -1.35 -0.86 1.12
H -0.72 -0.07 0.36
H -0.04 -0.17 -0.28
O -1.21 2.52 2.75
H -0.98 1.66 1.62
H -0.05 0.28 0.30

***

(2)
Molecular formula: BH22O9
Method: DFT, ωB97M-V with the def2-TZVPD basis set

Calculated values
- Spin multiplicity: 1
- Total charge: -1

CARTESIAN COORDINATES (ANGSTROEM)
B1 -0.682 -0.243 -0.911
H1 -0.347 0.867 -1.356
H2 -0.565 -1.123 -1.817
H3 0.000 -0.574 0.076
H4 -1.811 -0.220 -0.477
O1 0.963 -3.851 -0.611
H5 1.707 -3.335 -0.321
H6 0.237 -3.269 -0.498
O2 1.462 -1.291 2.706
H7 1.707 -1.684 1.844
H8 0.870 -0.581 2.617
O3 -2.616 -2.268 1.358
H9 -2.508 -1.980 0.441
H10 -1.716 -2.630 1.612
O4 2.160 2.574 -2.635
H11 1.811 1.743 -2.966
H12 2.151 2.447 -1.706
O5 -2.249 2.737 0.694
H13 -1.974 1.986 0.200
H14 -2.092 3.486 0.099
O6 -0.040 1.207 2.522
H15 0.484 2.031 2.477
H16 -0.264 1.010 1.678
O7 2.745 1.237 -0.003
H17 2.003 0.667 -0.052
H18 3.536 0.734 -0.099
O8 -3.058 0.376 2.399
H19 -2.749 -0.332 1.810
H20 -2.738 1.157 1.988
O9 1.504 -0.112 -3.645
H21 1.332 -0.685 -4.367
H22 0.728 -0.073 -3.068

Forces on the atoms, in the same order (eV/Å):
B 0.49 -0.42 -0.26
H -0.03 -0.23 0.19
H -0.12 0.48 0.57
H 0.27 0.08 -0.21
H -0.45 0.15 -0.13
O 0.72 -1.22 -0.14
H 0.50 0.28 0.07
H -1.23 1.04 -0.03
O 2.01 -2.57 0.02
H -0.67 0.83 0.73
H -1.30 1.76 -0.65
O 1.52 -0.84 0.32
H 0.18 0.05 -0.02
H -1.57 0.78 -0.46
O -0.05 0.52 -1.30
H 0.08 -0.22 -0.38
H 0.19 -0.18 1.55
O -0.29 1.52 0.42
H 0.46 -1.29 -0.99
H -0.06 -0.34 0.28
O 1.72 1.57 4.29
H -0.42 -0.74 -0.05
H -1.23 -0.94 -4.37
O 0.34 1.89 0.33
H -1.22 -1.19 -0.13
H 0.61 -0.69 -0.18
O -0.37 -1.17 0.18
H -0.20 -0.13 0.44
H 0.34 1.34 -0.30
O 0.58 1.07 0.99
H -0.52 -0.75 -0.78
H -0.25 -0.45 0.01

***

Going through the records in order, we get energy above the lowest of the compared OMol25 structures with the same formula, charge and spin values of 318.2; 10.7 kcal/mol.
Going through the records in order, we get largest force on an atom values of 5.2; 4.9 eV Å⁻¹.
Going through the records in order, we get Kohn-Sham gap values of 9.4773; 9.8790 eV.